a | Molecular formula: C3H10N4O2
Method: DFT, wB97M-V/def2-TZVPD

Structure (XYZ):
```
19
Properties=species:S:1:pos:R:3:nbo_charge:R:1
N -1.343 -0.455 -1.139 -0.85
C -0.058 -0.578 -0.646 0.18
N 0.406 -1.854 -0.389 -0.83
C 0.819 0.492 -0.687 0.21
N 0.371 1.755 -0.986 -0.83
N 2.168 0.329 -0.515 -0.84
H -1.741 -1.373 -1.314 0.37
H -1.336 0.098 -1.995 0.37
H 1.160 -1.809 0.296 0.37
H -0.350 -2.398 0.024 0.37
H -0.636 1.802 -0.836 0.39
H 0.840 2.429 -0.387 0.36
H 2.452 -0.599 -0.825 0.38
H 2.677 1.075 -0.981 0.38
O -1.024 -1.062 2.445 -0.62
C -0.695 0.064 2.111 0.64
O -1.601 1.034 1.853 -0.69
H 0.348 0.494 2.112 0.13
H -2.456 0.556 1.857 0.49
```

As for the net charge: 0. Its SMILES is NC(N)=C(N)N.O=CO. The HOMO-LUMO gap comes out at 7.0 eV.

=====

b | Molecular formula: C3H10N4O2
Method: DFT, wB97M-V/def2-TZVPD

Structure (XYZ):
```
19
Properties=species:S:1:pos:R:3:nbo_charge:R:1
H -1.243 2.659 -0.394 0.39
N -0.418 2.105 -0.594 -0.98
C -0.606 0.838 -0.607 0.73
N -0.723 0.056 -1.741 -0.82
N -0.866 0.058 0.654 -0.68
C -1.859 -0.998 0.699 -0.43
H -0.543 -0.932 -1.623 0.40
H -0.170 0.437 -2.496 0.41
H -0.833 0.662 1.465 0.40
H -2.383 -1.007 1.653 0.21
H -2.592 -0.915 -0.103 0.20
H -1.371 -1.967 0.570 0.20
N 1.702 0.683 -0.277 -0.95
C 1.508 -0.514 0.479 0.92
O 1.206 -1.574 -0.066 -0.63
O 2.477 -0.555 1.472 -0.70
H 1.345 1.595 0.044 0.43
H 2.604 0.839 -0.700 0.40
H 2.766 -1.471 1.566 0.49
```

As for the net charge: 0. Its SMILES is [H]/N=C(/N)NC.NC(=O)O. The HOMO-LUMO gap comes out at 9.0 eV.

=====

a ends up most stable, edging out the next structure by 34.9 kcal/mol.